DFT (ωB97M-V/def2-TZVPD) results for C27H25CrO4Si as an isolated structure at a distorted geometry.

For the HOMO-LUMO gap (alpha / beta), the calculation gives 0.11124 / 0.05859 Eh. As for the total charge: +2. The multiplicity is 4. Its HOMO energy (alpha / beta) is -0.395 / -0.442 Eh.

XYZ file:
```
58
Properties=species:S:1:pos:R:3:mulliken_charge:R:1
O -3.597 4.673 2.272 -0.182
C -2.448 4.598 2.460 0.461
Cr -0.642 4.178 2.781 -0.316
C -1.122 2.642 1.797 0.561
O -1.516 1.707 1.218 -0.174
C -1.263 3.190 4.252 0.494
O -1.780 2.520 5.059 -0.191
C 0.099 6.026 3.569 -0.688
C -0.134 6.182 2.193 -0.575
C 0.411 5.260 1.297 -0.095
C 1.197 4.177 1.753 0.812
C 1.475 3.030 0.857 -0.531
C 1.556 2.021 0.186 -0.597
C 1.668 0.801 -0.604 0.769
C 1.182 0.965 -2.029 0.725
C 1.588 0.026 -2.988 -0.608
C 1.024 0.041 -4.263 -0.416
C 0.085 1.037 -4.590 -0.556
C -0.239 2.039 -3.660 -0.559
C 0.314 2.007 -2.376 -0.351
C 1.453 4.070 3.135 -0.331
C 0.915 4.988 4.041 -0.505
H -0.348 6.724 4.272 0.526
H -0.739 7.009 1.816 0.607
H 0.219 5.341 0.224 0.616
H 2.693 0.404 -0.565 0.620
H 2.324 -0.737 -2.711 0.459
H 1.280 -0.744 -4.980 0.417
H -0.398 1.027 -5.571 0.383
H -0.953 2.826 -3.907 0.393
H 0.072 2.762 -1.620 0.150
H 2.073 3.240 3.482 0.607
H 1.131 4.886 5.107 0.593
C -1.553 -7.506 -2.859 -0.833
O -0.981 -6.252 -3.267 -0.397
C -0.690 -5.331 -2.309 0.733
C -0.141 -4.099 -2.784 -0.641
C 0.166 -3.108 -1.872 0.157
C -0.043 -3.327 -0.487 0.532
Si 0.363 -2.108 0.840 0.193
H 1.015 0.038 -0.166 -0.994
C -1.154 -1.429 1.717 -0.842
C 1.764 -2.662 1.960 -0.961
C -0.578 -4.545 -0.017 -0.708
C -0.912 -5.558 -0.912 -0.661
H -1.669 -8.012 -3.813 0.243
H -0.876 -8.066 -2.202 0.350
H -2.524 -7.369 -2.369 0.353
H 0.014 -3.979 -3.864 0.440
H 0.576 -2.150 -2.207 0.074
H -1.824 -0.896 1.007 0.245
H -1.633 -2.341 2.122 0.433
H -0.844 -0.731 2.526 0.166
H 2.659 -2.920 1.351 0.338
H 2.010 -1.851 2.682 0.313
H 1.332 -3.549 2.465 0.341
H -0.723 -4.675 1.064 0.242
H -1.333 -6.496 -0.517 0.365
```